C47H40Cl5N11OS2Sc | the ωB97M-V functional and the def2-TZVPD basis

- Kohn-Sham gap (eV) = 6.894
- ΔE to the lowest compared entry with this formula, charge and spin (kcal per mole) = 0.0
- charge = +1
- energy (eV) = -172812.500
- maximum force (eV/A) = 0.12

Geometry as XYZ:
```
107
C47H40Cl5N11OS2Sc the ωB97M-V functional and the def2-TZVPD basis
Sc -0.585 0.869 0.907
C 2.282 1.843 -0.122
N 1.867 0.853 0.871
C 2.487 1.048 2.187
C 1.500 0.812 3.289
N 0.202 0.819 3.133
C -0.337 0.609 4.400
C -1.668 0.540 4.807
C -1.906 0.314 6.148
C -0.855 0.164 7.066
C 0.467 0.240 6.675
C 0.700 0.466 5.324
N 1.864 0.601 4.579
C 1.588 3.117 0.201
N 0.515 3.172 0.946
C 0.206 4.538 1.029
C -0.775 5.221 1.749
C -0.821 6.596 1.636
C 0.090 7.304 0.837
C 1.090 6.651 0.147
C 1.128 5.268 0.271
N 2.013 4.327 -0.227
H 3.368 1.997 -0.141
H 1.949 1.496 -1.102
H 2.081 -0.074 0.521
H 3.366 0.409 2.320
H 2.830 2.083 2.268
H -2.471 0.682 4.095
H -2.926 0.261 6.505
H -1.088 -0.008 8.108
H 1.274 0.134 7.388
H 2.807 0.568 4.928
H -1.479 4.694 2.371
H -1.575 7.145 2.183
H 0.015 8.381 0.774
H 1.812 7.191 -0.452
H 2.785 4.493 -0.850
C -3.014 4.097 -1.103
N -3.481 2.723 -1.001
C -4.057 1.977 -2.013
C -4.271 0.740 -1.532
N -3.813 0.738 -0.221
C -3.317 1.963 0.091
S -2.668 2.461 1.579
C -3.782 -0.379 0.645
C -4.901 -1.190 0.725
C -4.860 -2.276 1.581
C -3.718 -2.482 2.337
C -2.657 -1.609 2.184
N -2.663 -0.577 1.336
H -3.227 4.455 -2.107
H -1.940 4.125 -0.925
H -3.520 4.719 -0.368
H -4.238 2.387 -2.990
H -4.650 -0.147 -2.004
H -5.779 -0.957 0.141
H -5.714 -2.934 1.670
H -3.644 -3.303 3.036
H -1.753 -1.746 2.759
Cl -2.214 -1.840 -1.879
C -1.518 -0.584 -2.891
C -1.648 -0.751 -4.255
C -1.186 0.221 -5.131
C -0.621 1.371 -4.598
C -0.508 1.519 -3.231
Cl 0.176 3.018 -2.644
C -0.916 0.551 -2.264
N -0.760 0.705 -0.949
H -2.129 -1.644 -4.630
H -1.283 0.095 -6.200
H -0.268 2.165 -5.243
Cl 6.130 0.749 -0.002
C 5.041 -0.484 -0.554
C 4.996 -1.707 0.096
C 4.090 -2.658 -0.342
C 3.210 -2.414 -1.394
C 2.232 -3.478 -1.842
C 1.541 -4.196 -0.680
N 1.046 -3.252 0.311
C 1.217 -3.323 1.671
C 0.695 -2.171 2.177
N 0.207 -1.396 1.147
C 0.440 -2.079 0.045
O 2.907 -4.471 -2.590
C 2.452 -4.608 -3.942
C 0.992 -4.940 -4.016
C 0.460 -6.138 -3.639
Cl 1.331 -7.502 -3.075
S -1.248 -6.176 -3.757
C -1.280 -4.563 -4.329
C -0.033 -4.032 -4.417
C 3.292 -1.174 -2.024
Cl 2.215 -0.740 -3.316
C 4.214 -0.215 -1.629
H 5.665 -1.912 0.920
H 4.070 -3.622 0.149
H 1.462 -3.002 -2.452
H 2.247 -4.865 -0.190
H 0.725 -4.801 -1.077
H 1.678 -4.172 2.145
H 0.628 -1.864 3.208
H 0.196 -1.734 -0.945
H 3.059 -5.410 -4.358
H 2.653 -3.690 -4.501
H -2.223 -4.097 -4.563
H 0.165 -3.023 -4.754
H 4.271 0.730 -2.150
```

These are the Löwdin partial charges, in e, on atoms 1 to 4: Sc 0.67; C -0.15; N -0.07; C -0.09